Entry 1:
# C4H8S2

One molecule with the formula C4H8S2 (ωB97M-V/def2-TZVPD, OMol25).

Last column: Mulliken charge in e.
Atoms and positions in Å:
C -1.457 0.196 0.931  -1.01
C -1.065 0.070 -0.534  -0.54
C 0.401 -0.401 -0.591  -0.72
C 1.429 0.530 -0.063  0.24
H -1.324 -0.688 1.504  0.35
H -0.877 0.977 1.491  0.28
H -2.636 0.328 0.999  0.26
H -1.235 0.984 -1.082  0.35
H -1.616 -0.731 -1.006  0.32
H 0.474 -1.385 -0.134  0.39
H 0.730 -0.559 -1.691  0.33
H 2.924 -1.388 -0.038  0.14
S 3.111 -0.067 0.285  -0.19
S 1.141 2.133 -0.070  -0.22

LUMO: -0.009 Eh
Relative energy (zero: lowest compared OMol25 entry of this formula, charge and spin): 23.4 kcal per mole
Structure (SMILES): CCCC(=S)S
Frontier orbital gap: 8.5133 eV
HOMO level: -8.749 eV
Net charge: 0

Entry 2:
# C4H9AlO6P

C4H9AlO6P as an isolated structure (ωB97M-V/def2-TZVPD, OMol25).

Last column: Mulliken charge in e.
Atoms and positions in Å:
C -1.514 -4.098 -0.801  -0.94
C -1.257 -3.327 0.467  0.71
O -1.754 -3.617 1.516  -0.52
O -0.355 -2.312 0.311  -0.30
C -0.825 -0.973 0.419  0.31
O -1.951 -0.766 0.781  -0.53
C 0.209 -0.011 -0.003  -0.56
Al 0.432 1.582 1.238  0.31
P 1.569 3.155 -0.192  0.71
O 2.612 2.578 -1.095  -0.71
O 2.190 4.410 0.663  -0.51
O 0.494 3.925 -1.173  -0.55
H -1.144 -5.116 -0.668  0.28
H -2.591 -4.110 -0.962  0.29
H -1.028 -3.646 -1.663  0.30
H 1.170 -0.529 -0.039  0.31
H -0.017 0.281 -1.033  0.31
H -0.927 2.226 1.783  -0.25
H 1.473 1.198 2.404  -0.26
H 2.278 5.178 0.082  0.30
H 0.935 3.972 -2.035  0.31

LUMO: 0.114 Eh
Frontier orbital gap: 8.6992 eV
HOMO level: -5.598 eV
Net charge: -1

Entry 3:
# C4H9BF4NOP

One molecule with the formula C4H9BF4NOP (ωB97M-V/def2-TZVPD, OMol25).

Last column: Mulliken charge in e.
Atoms and positions in Å:
C -0.647 1.919 -1.246  -0.87
N -0.121 0.693 -1.899  -0.04
C -1.298 -0.082 -2.380  -0.99
B 0.764 -0.101 -1.010  0.57
O 2.195 0.063 -1.165  -0.53
P 0.179 -1.376 0.314  -0.32
C 1.010 -0.768 1.922  0.70
F 2.169 -1.536 2.117  -0.26
F 1.233 0.611 1.767  -0.26
C -0.066 -0.971 3.116  0.12
F -1.333 -0.783 2.517  -0.24
F 0.085 0.002 4.111  -0.25
H -1.518 1.725 -0.534  0.28
H -1.082 2.589 -2.065  0.30
H 0.144 2.548 -0.733  0.28
H -2.164 -0.110 -1.633  0.29
H -0.964 -1.133 -2.659  0.31
H -1.700 0.478 -3.290  0.30
H 2.437 0.945 -0.817  0.31
H 0.723 -2.691 0.055  0.05
H -0.046 -2.023 3.514  0.25

LUMO: 0.000 Eh
Structure (SMILES): CN(C)B(O)PC(F)(F)C(F)F
Frontier orbital gap: 8.8229 eV
HOMO level: -8.816 eV
Net charge: 0

Entry 4:
# C4H9BO2

A 2-piece molecular cluster, C4H9BO2 overall (ωB97M-V/def2-TZVPD, OMol25).

Last column: Mulliken charge in e.
Atoms and positions in Å:
B 0.449 2.097 -1.666  0.71
C -1.934 -1.024 1.231  -0.67
C -0.746 -1.462 0.961  -0.01
C 1.531 -0.856 0.207  -1.00
C 0.548 -0.638 1.037  0.06
O -0.091 2.455 -0.534  -0.55
O 0.317 0.910 -2.317  -0.67
H -2.825 -1.720 1.061  0.21
H -2.146 -0.070 1.699  0.27
H -0.522 -2.498 0.587  0.21
H 1.474 -1.792 -0.353  0.29
H 0.969 2.837 -2.288  -0.14
H 2.577 -0.448 0.201  0.27
H 0.586 0.228 1.780  0.37
H -0.470 1.828 0.122  0.34
H 0.284 0.151 -1.729  0.33

LUMO: 0.026 Eh
Relative energy (zero: lowest compared OMol25 entry of this formula, charge and spin): 46.9 kcal per mole
Structure (SMILES): C=CC=C.OBO
Frontier orbital gap: 10.7151 eV
HOMO level: -10.003 eV
Net charge: 0

Entry 5:
# C4H9BO2

One molecule with the formula C4H9BO2 (ωB97M-V/def2-TZVPD, OMol25).

Last column: Mulliken charge in e.
Atoms and positions in Å:
B 1.020 -1.102 -1.085  0.27
C -0.172 -1.935 -1.418  0.53
C 0.793 1.150 1.219  -1.03
C -1.344 0.691 -0.126  -1.27
C -0.270 0.162 0.845  0.64
O -1.100 -2.589 -1.309  -0.30
O 0.346 -1.066 0.303  -0.62
H 1.380 -0.138 -1.706  -0.10
H 1.672 -2.101 -1.036  -0.06
H 1.422 1.050 2.111  0.31
H 1.537 1.053 0.339  0.18
H 0.525 2.232 1.470  0.30
H -1.985 -0.111 -0.576  0.32
H -0.869 1.426 -0.914  0.26
H -1.993 1.555 0.255  0.38
H -0.963 -0.279 1.629  0.19

LUMO: 0.023 Eh
Relative energy (zero: lowest compared OMol25 entry of this formula, charge and spin): 97.3 kcal per mole
Frontier orbital gap: 10.5092 eV
HOMO level: -9.875 eV
Net charge: 0

Entry 6:
# C4H9Br2P

One molecule with the formula C4H9Br2P (ωB97M-V/def2-TZVPD, OMol25).

Last column: Mulliken charge in e.
Atoms and positions in Å:
C 0.640 1.457 0.053  -1.06
C 0.758 -0.839 1.150  -1.51
C 0.180 -0.608 -1.274  -2.31
C 0.116 0.013 0.075  1.48
P -1.827 0.032 0.750  0.20
Br -2.688 1.783 -0.282  -0.17
Br -2.774 -1.611 -0.416  -0.25
H 1.061 1.699 -1.000  0.27
H -0.157 2.194 0.414  0.29
H 1.502 1.427 0.779  0.31
H 1.490 -1.497 0.807  0.38
H -0.155 -1.372 1.676  0.30
H 1.100 -0.306 2.050  0.44
H 1.195 -0.772 -1.614  0.49
H -0.068 -1.603 -1.248  0.64
H -0.374 0.002 -1.920  0.50

LUMO (alpha / beta): 0.015 / -0.119 Eh
Frontier orbital gap (alpha / beta): 5.5704 / 6.7624 eV
HOMO level (alpha / beta): -5.159 / -9.997 eV
Multiplicity: 3
<S²>: 2.0055
Net charge: 0

Entry 7:
# C4H9Br3O2Si

One molecule with the formula C4H9Br3O2Si (ωB97M-V/def2-TZVPD, OMol25).

Last column: Mulliken charge in e.
Atoms and positions in Å:
C 1.173 1.746 -0.020  -0.77
C 1.984 0.327 0.120  -0.24
Br 2.543 -0.030 2.049  -0.14
C 1.156 -0.973 -0.507  -0.38
Br 0.705 -0.669 -2.464  -0.10
Si -0.348 -1.531 0.557  0.60
Br -0.924 -3.725 0.082  -0.31
C -1.897 -0.339 0.410  -0.49
O -2.315 -0.362 -1.001  -0.06
O -3.020 0.685 -1.328  -0.40
H 0.233 1.710 -0.728  0.18
H 0.816 2.073 1.069  0.29
H 1.912 2.581 -0.433  0.26
H 3.018 0.456 -0.461  0.42
H 1.949 -1.866 -0.498  0.37
H -0.008 -1.532 2.000  -0.12
H -2.698 -0.750 1.159  0.27
H -1.524 0.699 0.801  0.29
H -2.757 1.501 -0.809  0.34

LUMO: 0.004 Eh
Structure (SMILES): C[C@@H](Br)[C@H](Br)[Si@H](Br)COO
Frontier orbital gap: 9.5019 eV
HOMO level: -9.381 eV
Net charge: 0

Entry 8:
# C4H9BrN3O

An isolated ion of composition C4H9BrN3O and charge +1 (ωB97M-V/def2-TZVPD, OMol25).

Last column: Mulliken charge in e.
Atoms and positions in Å:
C 0.255 0.777 0.968  0.66
C 2.276 0.168 -0.105  -0.18
C 2.126 -1.141 -0.203  -0.45
C -2.373 0.039 -1.104  -0.99
N 1.538 0.988 0.758  -0.02
N -0.397 0.013 0.106  0.08
N -1.697 -0.341 0.093  -0.77
O -0.380 1.220 2.114  -0.47
Br 3.350 -2.509 -1.057  -0.06
H -1.282 0.707 2.221  0.42
H 3.143 0.710 -0.547  0.38
H 1.180 -1.606 0.322  0.34
H -3.435 0.272 -0.928  0.34
H -2.074 0.988 -1.486  0.39
H -2.432 -0.583 -2.007  0.35
H 1.959 1.769 1.306  0.31
H 0.124 -0.192 -0.741  0.52
H -1.881 -1.280 0.292  0.17

LUMO: -0.137 Eh
Relative energy (zero: lowest compared OMol25 entry of this formula, charge and spin): 40.7 kcal per mole
Structure (SMILES): CN/[NH+]=C(\O)N/C=C/Br
Frontier orbital gap: 9.6059 eV
HOMO level: -13.344 eV
Net charge: +1

| no. | E_tot (Eh) |
| --- | --- |
| 1 | -953.549411 |
| 2 | -1193.235765 |
| 3 | -1053.446482 |
| 4 | -333.152238 |
| 5 | -333.072055 |
| 6 | -5647.047192 |
| 7 | -8319.690955 |
| 8 | -2970.998412 |